Entry 1:
77
Properties=species:S:1:pos:R:3 method="wB97M-V/def2-TZVPD" lumo_energy_ev=-4.64 energy_ha=-13707.33448 homo_energy_ev=-11.7086 largest_force_ha_per_bohr=0.04048 total_charge=+1 homo_lumo_gap_ev=7.07
Cl 4.5881 0.3933 6.2118
Cl 3.1217 0.7752 8.6909
Cl 0.2073 3.2121 4.1419
C -2.0231 5.3782 -5.0810
Cl 1.8660 4.6896 6.0129
C 2.0402 0.8852 -2.3225
Cl -0.5633 -5.7381 -0.0079
Cl 1.9036 -2.2234 2.5578
H -1.3837 0.0792 -3.7473
H -2.7256 0.9836 -4.5152
Cl 3.2625 -7.2229 -0.5815
Cl -0.3626 -0.7485 7.4996
C -0.9499 -2.4156 7.4537
Cl -1.4732 -6.9092 -2.4976
Cl 1.2395 -0.3386 4.6471
H 3.1332 4.1633 -1.0216
Cl -1.7240 3.9642 -4.0449
Cl 0.8291 2.0762 6.7234
H -0.3622 4.0362 6.2715
H 4.9290 -0.6464 8.2791
P -3.0330 0.9619 -2.0925
H 1.3980 2.3001 -3.8459
H -1.7397 2.8497 1.0506
H -4.7945 -0.5613 -8.1745
Cl -5.8518 0.0535 -6.1786
H -0.0421 3.1073 0.6924
Cl -2.2727 -4.2108 -1.7974
H -0.8021 4.0423 -1.6242
Cl -2.6929 -2.4670 7.7032
Cl 4.5316 5.5947 0.1801
N -0.7151 3.0738 -1.9239
H -2.9616 -0.6318 -3.9041
Cl -2.3914 4.8822 -6.7306
H -2.7610 -6.2117 -0.6762
N -0.9691 2.8150 0.3970
H 0.1283 1.2627 -3.1972
C -3.9970 -0.4369 -1.3848
Cl -3.3126 0.9843 -7.2285
H -0.4759 -2.9593 8.2602
C -1.8826 -5.8245 -1.1751
H 0.0363 -0.9955 -2.5998
C 0.9748 -1.2238 -2.0727
H 2.7818 1.4661 -1.7692
Cl 3.1362 -1.8369 7.3839
C 2.0053 -0.5421 3.0850
Cl 1.2736 0.5317 1.8730
C -2.4467 0.3127 -3.7054
Cl 4.7487 -6.8142 1.8776
Cl 2.0531 -5.7705 1.6190
H 1.5718 -2.8211 -0.7557
Cl -0.5126 -3.1996 5.9352
C 1.0258 1.8182 -2.9383
H -0.9585 0.3372 -0.9906
H -0.1355 -2.8974 -1.2881
Cl -0.6392 6.4659 -5.0382
C -1.1380 2.3008 -0.8177
C 3.4376 4.2349 0.0148
H 3.0503 -0.2745 3.1786
H -3.6772 -1.3597 -1.8711
Cl -3.6655 -1.8186 -6.5547
H 0.3606 -1.7263 -0.0750
C 4.0496 -0.3673 7.7146
H -3.7329 -0.5224 -0.3306
C 0.5193 3.5694 5.8527
C 3.1582 -7.0772 1.1717
H -2.8821 5.9040 -4.6853
H 2.7590 -8.0020 1.5663
C 0.6782 -2.2424 -0.9829
O 0.7097 2.8741 -1.9992
N -1.6800 1.0650 -0.9271
H 1.7242 -1.5821 -2.7793
Cl 4.2180 2.7213 0.4693
C -4.4525 -0.3620 -7.1676
O 1.4049 -0.0131 -1.4326
Cl 1.9822 4.4909 0.9980
H 2.5757 0.3614 -3.1202
H -5.0600 -0.2644 -1.5180

=====

Entry 2:
10
Properties=species:S:1:pos:R:3 method="wB97M-V/def2-TZVPD" e_above_lowest_kcal_mol=49.4 lumo_energy_ev=-1.39 energy_ha=-678.50058 homo_energy_ev=-9.6255 largest_force_ha_per_bohr=0.06132 homo_lumo_gap_ev=8.24
H 0.8446 1.6525 2.3912
C 0.2932 1.3037 1.6008
H 0.6446 -2.3392 -2.3676
C -0.1821 0.0975 -0.0579
N 0.8413 0.4110 0.8409
N -1.3369 0.8000 0.3051
C -0.1888 -0.7326 -1.1050
S 1.2278 -1.7773 -1.3182
N -1.0622 1.4520 1.3705
H -1.0816 -0.8676 -1.6598

=====

Entry 3:
110
Properties=species:S:1:pos:R:3 method="wB97M-V/def2-TZVPD" lumo_energy_ev="-4.29 / -7.71" energy_ha=-2994.59173 homo_energy_ev="-12.3208 / -12.6732" spin_multiplicity=4 s_squared=3.787 largest_force_ha_per_bohr=0.06035 total_charge=+2 homo_lumo_gap_ev="8.03 / 4.96"
H 2.2578 1.5866 5.3816
H -1.0926 -0.0502 6.0148
N 0.5642 4.6348 -1.8827
C -3.6234 1.7443 -3.1145
H -2.5377 -3.0581 6.7724
H 3.4932 -2.2979 -1.7528
H -2.8013 0.2849 5.7246
H -2.0612 -1.0201 -0.8601
C -2.2747 3.0502 2.8884
C 2.0258 0.1801 0.5557
C 3.7940 -0.0135 -6.7119
N -1.7181 0.4506 -2.3883
C -1.9981 -1.7444 3.7769
C 1.1109 3.5297 -2.4157
H 0.3906 4.4965 0.2340
H 2.0708 -0.5382 4.7807
H -0.0645 -7.5805 -1.8749
H 2.3362 -2.5012 -0.5639
C -0.3730 -4.2587 -0.9533
H 2.3938 4.3502 -3.7758
H -2.5076 4.0772 3.2301
C 3.8305 1.1046 -1.3629
H 1.3304 0.9556 0.7996
H 0.4973 -1.3098 4.4484
H -2.5664 -3.8664 1.0409
P 2.4835 -0.0688 -1.1378
C -0.0665 -6.5221 -1.9608
Mo 0.5271 0.1261 -2.8128
C 3.1231 -1.7904 -0.9124
H -3.1865 -4.7997 2.9867
H 1.7730 5.0335 5.2315
C -2.4876 -2.8055 1.4500
C -2.9387 -5.4956 5.5820
H -1.1863 4.6524 -0.7467
H -2.0542 -6.1494 5.7624
C -2.0770 -1.7977 5.1462
C 1.1604 5.9861 -1.8822
H 0.2799 6.5956 -1.6203
H -0.6546 -6.1589 0.0627
C -2.0682 -0.5214 6.0631
H 1.9636 6.0765 -1.1612
C -3.8398 0.1189 -1.3782
C 0.9415 3.1625 4.9671
N -0.3248 1.1625 -4.4585
C 1.2158 -0.5264 4.1791
C -4.3866 1.0854 -2.1730
C -0.9987 2.6625 3.6277
H -4.4677 -0.4278 -0.6468
H -4.0571 2.4299 -3.8579
H 1.0102 4.5180 6.6404
C -0.2246 3.5771 4.2778
H -0.5448 4.5943 4.3552
H 0.4603 2.5372 -5.8507
H 4.9689 -1.2734 -5.5154
C 0.4062 1.4434 -5.6893
H -5.4290 1.2868 -2.1226
H 4.4611 1.0933 -0.4544
N 1.9254 3.5309 -3.4327
C 1.3294 1.8459 4.8888
H 0.3415 -6.4994 -4.0255
O 0.4164 -1.7459 -3.5678
H -3.0783 2.4102 3.2219
C -2.3844 -2.8259 2.9624
H 2.2718 1.1951 -7.6432
C 0.3552 -4.5241 -3.2306
C -2.7161 -4.1464 4.9817
C 1.6151 4.1641 5.8076
C -2.3433 -3.0077 5.7218
O -0.9347 1.9366 -0.2330
C -0.2220 2.6529 -0.9161
H -3.3144 -2.2332 1.0059
N 2.1156 0.2042 -4.4414
N 0.6482 2.3076 -1.9267
H 4.5566 0.0060 -7.5130
H -2.2699 2.9379 1.7986
C -0.4694 -5.6793 -0.8688
H 3.8432 -1.7204 -0.1020
H -3.5084 -5.3930 6.5334
H 1.5867 -0.7236 3.1826
H -1.5687 -2.3858 1.0390
C 0.2727 -5.8836 -3.1576
Te -1.7124 -0.0796 2.4320
C -0.1579 4.2074 -0.6752
H -2.3012 -0.7483 7.1146
C -0.5845 1.2444 3.5793
C 0.6176 0.8520 4.2072
H 3.4332 -1.1547 -3.5723
H -0.1689 0.9578 -6.5194
C 2.6013 0.6734 -6.7633
C -2.3084 1.4269 -3.1910
O -1.8731 2.7285 -5.1286
C -2.5127 -0.2340 -1.5262
C 4.0996 -0.6576 -5.5438
H -0.6256 -3.5669 -0.1719
H 2.2580 2.6999 -3.8473
C 1.7359 0.7745 -5.6603
C 0.1793 -2.2200 -2.3178
C -1.4267 1.8844 -4.3441
H 1.4032 6.2092 -2.9061
C 3.1776 -0.5975 -4.4950
C -2.7372 -3.9935 3.5910
C 0.0924 -3.6963 -2.1430
H -3.6264 -6.0734 4.8946
H 2.9473 0.3109 1.1676
H 3.5361 2.1434 -1.5537
N 0.0914 -1.3594 -1.3518
H 2.5497 3.8561 6.1913
H 1.5377 -0.7309 0.8657
H 4.5455 0.7939 -2.1497
H 0.5023 -4.0851 -4.2108

=====

Entry 4:
17
Properties=species:S:1:pos:R:3 method="wB97M-V/def2-TZVPD" e_above_lowest_kcal_mol=161.2 lumo_energy_ev=0.36 energy_ha=-363.76730 homo_energy_ev=-9.3739 largest_force_ha_per_bohr=0.12388 homo_lumo_gap_ev=9.73
H -0.9170 0.6519 1.9723
C -0.8966 0.7058 0.8600
C -1.6485 -0.5123 0.2893
H 2.1042 -0.2546 -1.4773
H -2.6438 -0.8129 0.3402
H 1.3101 2.1796 -0.1642
H 2.1906 0.7345 -1.1398
C 1.3198 1.1908 -0.5191
H -1.9277 2.2230 0.3089
C 0.6032 -1.0742 0.1305
H -1.1395 -2.4170 -0.6133
H -0.8609 1.7804 -0.8020
C 0.5937 0.3740 0.4395
O 1.5864 -1.4869 -0.9004
N -0.9460 2.0455 0.1832
H 0.6756 -1.7511 1.0114
C -0.7818 -1.4771 -0.1195

=====

Entry 5:
23
Properties=species:S:1:pos:R:3 method="wB97M-V/def2-TZVPD" e_above_lowest_kcal_mol=77.9 lumo_energy_ev=0.44 energy_ha=-478.90473 homo_energy_ev=-9.1969 smiles=NCCCO.O.O.O largest_force_ha_per_bohr=0.12458 homo_lumo_gap_ev=9.64
C -1.1249 0.7935 1.3272
O -0.6450 0.6531 -2.5613
H -2.0418 0.3011 1.6902
H 2.2711 -1.6174 1.9267
C -0.9400 0.3124 -0.1158
H -0.0033 -0.1366 -0.2581
H -2.4050 1.2850 -1.5847
H -0.6991 -1.6123 -3.0236
H 2.4693 -0.2524 -0.3703
O 1.4389 -1.7618 2.5138
H 2.3963 1.0367 0.6283
N 0.0989 0.2695 1.9567
H -1.5231 -0.6271 -0.3163
C -1.3073 1.2726 -1.3526
H -0.8510 2.2933 -1.1797
H 0.4635 -1.1868 -2.1667
H -0.3534 1.2415 -3.3655
O 3.0045 0.4583 0.2704
H 0.0449 -0.8554 1.9943
H 0.9127 -2.3514 1.9858
O -0.0493 -1.9744 -2.4235
H -1.3762 1.8366 1.4378
H 0.2190 0.6223 2.9868